Entry 1:
Molecular formula: C71H107N12O11S5
Method: DFT, wB97M-V/def2-TZVPD

Geometry as ORCA input:
```
! RIJCOSX wB97M-V def2-TZVPD def2/J DEFGRID3
* xyz -1 1
C 0.11139 0.95900 0.29191
C -1.00719 0.06785 0.75370
C -0.42933 -0.76702 1.89332
O -2.23684 0.69360 0.96432
H 0.59219 1.42867 1.15001
H -0.03809 1.74805 -0.44507
H 1.00902 0.47695 -0.09537
H -1.09893 -0.50234 -0.17073
H 0.00644 -0.05400 2.59320
H 0.31687 -1.45798 1.50107
H -1.13652 -1.36204 2.47118
C 3.07368 0.36859 -6.75762
C 3.33151 -0.53210 -5.51039
C 2.93777 -1.97070 -5.80505
S 2.82633 -2.21084 -7.65299
O 1.42949 -2.25780 -8.15190
O 3.87507 -3.11540 -8.11745
C 3.43234 -0.49566 -7.99461
H 3.54693 1.35033 -6.73970
H 2.06703 0.75859 -6.90813
H 2.82395 -0.12199 -4.63730
H 4.39677 -0.46322 -5.28999
H 2.02778 -2.40179 -5.38772
H 3.78479 -2.58889 -5.50756
H 3.30852 -0.16759 -9.02666
H 4.52055 -0.55698 -7.98245
C -1.57335 -5.00659 2.08599
C -2.77935 -4.29164 2.58925
C -2.84741 -4.40972 4.13312
S -2.39092 -6.19107 4.37860
O -3.53949 -7.06354 4.54306
O -1.20006 -6.27203 5.21749
C -1.77165 -6.41944 2.62163
H -0.59134 -4.63026 2.37257
H -1.52400 -5.02855 0.99733
H -3.68689 -4.75099 2.19750
H -2.70721 -3.26492 2.23043
H -3.78333 -4.27936 4.67641
H -2.05162 -3.77347 4.52041
H -2.54805 -6.95100 2.07141
H -0.86245 -7.01850 2.67258
C 4.81039 4.64556 3.18135
C 4.25054 3.41624 3.97157
C 5.32323 2.39031 4.18706
S 6.28754 2.43952 2.56222
O 5.76446 1.46915 1.60537
O 7.71460 2.55731 2.86646
C 5.64963 4.09886 2.05847
H 5.38059 5.42484 3.68700
H 3.91776 5.11359 2.76631
H 3.48366 2.88633 3.40660
H 3.81013 3.79053 4.89572
H 5.13446 1.33768 4.39789
H 6.00410 2.82080 4.92135
H 5.01495 3.77397 1.23401
H 6.31760 4.79243 1.54771
C -6.84689 -3.33737 -4.90187
C -5.54558 -3.51845 -4.17886
C -4.58040 -2.31565 -4.47323
S -5.57292 -0.83260 -4.89988
O -5.25804 -0.38588 -6.22329
O -5.70979 0.05961 -3.73979
C -7.20746 -1.80772 -4.94637
H -7.59328 -4.03800 -4.52754
H -6.60892 -3.55892 -5.94225
H -5.05163 -4.46006 -4.41862
H -5.81304 -3.60609 -3.12583
H -4.07019 -2.52329 -5.41379
H -3.94957 -1.83666 -3.72442
H -7.94632 -1.44531 -5.66110
H -7.64600 -1.63644 -3.96329
C 4.69702 0.52882 -2.01705
C 3.86655 1.78563 -2.06961
C 4.92531 2.92221 -2.39014
S 6.01359 2.19198 -3.72271
O 7.33671 2.77452 -3.78200
O 5.22175 2.00005 -4.94496
C 6.05130 0.63901 -2.77848
H 4.14696 -0.20703 -2.60361
H 4.96219 0.09398 -1.05336
H 3.35032 1.93828 -1.12181
H 3.12335 1.80626 -2.86668
H 5.52415 3.04035 -1.48707
H 4.61102 3.92044 -2.69488
H 6.86666 0.96588 -2.13316
H 6.49226 -0.19346 -3.32681
N -2.21234 0.47373 -4.34347
C -1.77491 0.18750 -5.62996
C -0.75086 -0.69292 -5.40601
C -0.42043 -0.79575 -4.09568
C -1.28816 0.05043 -3.37882
H -3.02237 1.03603 -4.12485
H -2.23846 0.50123 -6.55359
H -0.22718 -1.15603 -6.22923
H 0.38684 -1.36776 -3.66266
H -1.36902 0.24703 -2.31995
N -3.09165 -2.31278 -0.64253
C -4.15482 -3.16032 -0.40682
C -4.03386 -4.18318 -1.28291
C -2.78039 -4.07512 -1.97048
C -2.22080 -2.90157 -1.59858
H -2.79787 -1.48383 -0.14591
H -4.83301 -2.85352 0.37570
H -4.75609 -4.95003 -1.52109
H -2.41969 -4.65060 -2.81019
H -1.35043 -2.33905 -1.90261
N 1.01096 4.43797 0.04087
C 1.68967 4.47518 -1.09678
C 2.75506 5.37485 -0.89568
C 2.65876 5.89077 0.33967
C 1.65455 5.20772 0.95296
H 0.21058 3.87785 0.29731
H 1.39413 3.82924 -1.91030
H 3.50852 5.63209 -1.62543
H 3.36784 6.57249 0.78561
H 1.23102 5.48454 1.90710
N 4.54813 -1.15304 2.19489
C 3.24965 -0.74073 2.32590
C 2.59478 -1.83159 2.97684
C 3.56250 -2.86885 3.11473
C 4.70404 -2.44573 2.42395
H 5.27469 -0.58962 1.77685
H 2.94188 0.26872 2.09637
H 1.57966 -1.93637 3.33031
H 3.36359 -3.87016 3.46715
H 5.65698 -2.89418 2.18481
N -3.01404 2.47127 -1.39619
C -3.93345 2.45725 -2.36295
C -3.68207 3.44232 -3.30674
C -2.73769 4.31127 -2.78899
C -2.33335 3.67289 -1.57839
H -2.84040 1.82810 -0.63705
H -4.62920 1.63430 -2.43437
H -4.17466 3.59670 -4.25538
H -2.37134 5.24759 -3.18332
H -1.54778 3.89109 -0.87011
N -5.21209 1.23907 0.86502
C -5.92962 2.23855 0.33273
C -7.15427 2.24383 0.95809
C -7.18794 1.21547 1.96611
C -5.98670 0.56660 1.83304
H -4.24594 1.02647 0.66140
H -5.59128 2.92654 -0.42792
H -8.03350 2.86215 0.85305
H -7.95129 0.98946 2.69591
H -5.59204 -0.34493 2.25702
N -0.32774 3.15063 -4.89888
C 0.89331 2.44662 -4.92320
C 1.93499 3.29354 -5.29037
C 1.35752 4.54856 -5.53124
C -0.01273 4.47463 -5.26640
H -1.25895 2.78201 -4.76826
H 0.83974 1.38179 -4.75095
H 2.95803 3.00376 -5.47963
H 1.88107 5.38971 -5.96107
H -0.83212 5.14503 -5.47985
N -1.69859 3.40932 2.20178
C -2.43581 4.63330 2.40254
C -1.77815 5.26935 3.44490
C -0.78779 4.42249 3.91085
C -0.76333 3.24847 3.23847
H -2.05776 2.64827 1.64331
H -3.26955 4.84668 1.75004
H -2.05280 6.23526 3.84240
H -0.20338 4.67639 4.78286
H -0.19567 2.33437 3.33102
N 2.61269 -3.09687 -0.06336
C 1.42561 -2.93477 -0.72470
C 1.60635 -3.41888 -2.00763
C 2.96610 -3.81530 -2.08915
C 3.62702 -3.43284 -0.95815
H 2.74229 -2.70065 0.85659
H 0.52132 -2.49018 -0.33613
H 0.87831 -3.41330 -2.80533
H 3.47953 -4.14467 -2.98040
H 4.66689 -3.43559 -0.66647
N -3.13691 0.28640 3.81975
C -3.62718 -0.91521 4.34338
C -4.20128 -0.49117 5.52127
C -3.89765 0.88432 5.76190
C -3.42325 1.33109 4.62168
H -2.88387 0.43494 2.85332
H -3.71433 -1.86424 3.83529
H -4.90901 -1.05379 6.11202
H -4.20328 1.52526 6.57565
H -3.19079 2.32827 4.27816
N 0.81584 -5.60671 6.99904
C 1.55889 -5.71757 8.13651
C 2.82137 -5.16252 7.90635
C 2.76588 -4.57315 6.66723
C 1.56350 -4.91843 6.09050
H -0.15034 -5.84997 6.83346
H 1.09059 -6.06305 9.04631
H 3.62660 -5.07122 8.62025
H 3.65203 -4.09771 6.27342
H 1.17742 -4.74249 5.09733
N -0.20435 0.67051 5.83356
C -0.12680 1.35842 7.02878
C 1.21810 1.59233 7.32110
C 1.94498 1.27644 6.14305
C 1.07848 0.61425 5.32795
H -1.09075 0.53528 5.36868
H -0.94944 1.78266 7.58526
H 1.66180 2.18328 8.10870
H 3.01331 1.37989 6.02320
H 1.28494 0.28079 4.32167
*
```

The orbital gap is 7.9 eV. The HOMO energy is -6.2 eV. The calculation puts the total energy at -169936.498 eV.

---

Entry 2:
Molecular formula: C19H28BF4FeO2
Method: DFT, wB97M-V/def2-TZVPD

Geometry as ORCA input:
```
! RIJCOSX wB97M-V def2-TZVPD def2/J DEFGRID3
* xyz -1 5
O -0.17953 0.03208 -0.61166
C 0.99741 0.01840 -1.44184
C 0.45765 1.17677 -2.29303
H 1.13860 -0.96040 -1.92509
H 1.87311 0.25650 -0.83319
C -0.79016 1.14658 -1.33276
H 0.24322 0.88304 -3.33108
H 1.01379 2.11311 -2.25696
C -2.09958 0.57026 -1.84161
H -1.90790 -0.40183 -2.33387
H -2.60614 1.24299 -2.55406
H -2.77573 0.37586 -1.00037
C -0.96299 2.43487 -0.53755
H -0.02264 2.88965 -0.22031
H -1.55574 2.29936 0.36517
H -1.49883 3.19837 -1.13030
Fe -0.08310 -0.45176 2.85054
C 0.81869 1.42135 3.85840
C 1.93964 0.51308 3.80956
C 2.44588 0.52668 2.47284
H 2.34411 0.05943 4.70010
C 1.64554 1.43473 1.69967
C 0.63970 1.98121 2.55078
H -0.07051 2.75558 2.27098
H 0.34305 1.79381 4.75619
H 3.33703 0.00561 2.15639
H 1.87430 1.74189 0.68704
C -1.92573 -0.79417 4.08064
C -2.01017 0.51045 3.48298
C -2.06776 0.35207 2.06409
H -2.11493 1.45403 4.00602
C -1.96834 -1.04457 1.75914
C -1.85794 -1.75717 3.00874
H -1.85572 -2.83997 3.12779
H -1.94005 -0.99577 5.14089
H -2.26442 1.14698 1.36428
H -2.01463 -1.47264 0.76434
O 0.27648 -1.48852 -4.02227
C -0.07751 -0.63419 -5.17093
C 0.46140 -1.25454 -6.49067
H 0.44347 0.34979 -5.07422
H -1.17525 -0.44385 -5.22463
C 1.45249 -2.32622 -6.00566
H 0.98500 -0.50135 -7.10265
H -0.37125 -1.66685 -7.07812
C 1.23330 -2.48535 -4.49550
H 2.47058 -1.98766 -6.20939
H 1.26191 -3.23631 -6.56693
H 2.19039 -2.32128 -3.97765
H 0.86594 -3.49870 -4.27408
F 0.80058 -1.53804 5.96868
B 0.68321 -0.42576 6.88900
F 1.94312 0.23835 6.95762
F -0.30609 0.48908 6.37494
F 0.32303 -0.88507 8.16956
*
```

The orbital gap (spin up / spin down) is 6.0 / 6.9 eV. The energy above the lowest of the compared OMol25 structures with the same formula, charge and spin is 0.000 eV. The HOMO energy (spin up / spin down) is -4.0 / -4.8 eV. The calculation puts the total energy at -70190.468 eV.

---

Entry 3:
Molecular formula: H8O4
Method: DFT, wB97M-V/def2-TZVPD

Geometry as ORCA input:
```
! RIJCOSX wB97M-V def2-TZVPD def2/J DEFGRID3
* xyz 0 1
O 0.65536 -1.54796 -1.37276
H 0.40544 -1.61687 -2.30025
H 1.08519 -2.38332 -1.16372
O -2.48455 -1.17525 -0.79984
H -2.52336 -0.53930 -1.51939
H -1.54568 -1.33542 -0.65482
O 0.43477 2.19482 2.88400
H 0.57506 1.54433 2.17969
H 1.02441 2.92382 2.67614
O 0.58927 0.72693 0.35208
H 1.37472 1.17289 0.02117
H 0.40936 0.03532 -0.30230
*
```

The orbital gap is 10.8 eV. The energy above the lowest of the compared OMol25 structures with the same formula, charge and spin is 0.820 eV. The HOMO energy is -10.7 eV. The calculation puts the total energy at -8319.856 eV. Its SMILES is O.O.O.O.